Here is a cluster of 2 separate species, CH4O3PS in total in a non-equilibrium geometry from the Open Molecules 2025 dataset. Energies are from ωB97M-V with the def2-TZVPD basis set.

Calculated values
E_HOMO (spin up / spin down), Ha: -0.1141 / -0.1359
LUMO energy (spin up / spin down), eV: 3.68 / 3.84
Electronic energy, eV: -27366.8773
Energy above the lowest of the compared OMol25 structures with the same formula, charge and spin, kJ/mol: 474.9
Frontier orbital gap (spin up / spin down), eV: 6.78 / 7.54
2S+1: 1
Charge: -1

The geometry in XYZ format:
```
10
CH4O3PS (ωB97M-V with the def2-TZVPD basis set)
C -1.27723 -0.15053 0.45371
O 2.07642 0.17349 -0.42520
O 0.45361 0.23302 -2.44142
O 1.13548 -1.86368 -1.42014
P -0.60151 1.05025 1.59582
S 1.02272 -0.41891 -1.22722
H -1.32674 -1.27627 0.77837
H -2.20447 -0.06496 -0.06165
H 0.08308 1.94508 0.73672
H 0.63865 0.37251 2.01102
```

Here is the molecule C4H6N2O in a non-equilibrium geometry from the Open Molecules 2025 dataset. Energies are from ωB97M-V with the def2-TZVPD basis set.

Calculated values
E_HOMO (spin up / spin down), Ha: -0.2871 / -0.2939
LUMO energy (spin up / spin down), eV: -0.46 / 0.33
Electronic energy, eV: -9268.8171
Energy above the lowest of the compared OMol25 structures with the same formula, charge and spin, kJ/mol: 452.0
Frontier orbital gap (spin up / spin down), eV: 7.35 / 8.33
2S+1: 1

The geometry in XYZ format:
```
13
C4H6N2O (ωB97M-V with the def2-TZVPD basis set)
C -0.83802 -0.12637 -1.48098
C -0.37967 -0.59475 1.94569
O 0.24227 -0.95395 0.87808
C 0.94371 -0.12470 0.09704
N 0.59092 -0.34293 -1.23171
C 1.36761 1.11928 0.63735
N 1.84775 2.10253 1.04317
H -1.01452 -0.01100 -2.55051
H -1.40410 -0.99928 -1.13559
H -1.23456 0.75914 -0.95815
H -0.86495 -1.39268 2.48488
H -0.46357 0.46300 2.16615
H 1.20713 0.10172 -1.89544
```

Here is a cluster of 7 separate species, C7H28NO6 in total in a non-equilibrium geometry from the Open Molecules 2025 dataset. Energies are from ωB97M-V with the def2-TZVPD basis set.

Calculated values
E_HOMO, Ha: -0.4377
LUMO energy, eV: -2.64
Electronic energy, eV: -21482.5730
Energy above the lowest of the compared OMol25 structures with the same formula, charge and spin, kJ/mol: 12.4
Frontier orbital gap, eV: 9.27
2S+1: 1
Charge: +1

The geometry in XYZ format:
```
42
C7H28NO6 (ωB97M-V with the def2-TZVPD basis set)
C 2.57614 0.20665 -1.79580
C 1.72540 -0.33575 -0.68441
C 0.25761 0.00993 -0.79751
C -0.56673 -1.00007 -1.59435
C -0.93503 -2.17904 -1.08791
C -0.54654 -2.68366 0.27875
C -1.03086 -0.49245 -2.93847
N 2.23097 0.31685 0.65180
H 2.71624 1.28102 -1.93610
H 2.03607 0.01929 -2.73855
H 3.53408 -0.29154 -1.96237
H 1.89481 -1.40094 -0.54485
H -0.17797 0.31366 0.15942
H 0.10822 0.99453 -1.28965
H -1.40446 -2.94261 -1.69949
H -1.40672 -2.73029 0.95207
H 0.14213 -2.04604 0.82903
H -0.12478 -3.68302 0.16766
H -1.35688 -1.35455 -3.54029
H -1.86658 0.17470 -2.74765
H -0.25330 -0.08819 -3.58950
H 1.86151 1.27487 0.69787
H 1.85477 -0.31097 1.36964
H 3.24473 0.41199 0.63626
H -3.86631 2.83167 -0.09526
H -3.02248 3.95413 -0.98892
O -3.14205 3.05818 -0.68594
H -2.41768 1.56598 0.53918
H -3.29260 0.33038 0.88836
O -2.92728 1.14792 1.26397
H 3.89101 -2.64496 -1.76419
H 3.08847 -2.52295 -2.98913
O 3.04055 -2.96242 -2.13842
H 0.47957 -0.74734 3.67903
H -0.14087 0.39168 2.91969
O 0.68372 -0.16126 2.93976
H -1.73016 1.69591 4.22954
H -2.30880 1.12735 2.90752
O -1.65812 0.93284 3.62270
H 0.47885 3.33614 0.85345
H 0.08792 2.56042 2.15324
O 0.51737 2.48425 1.28089
```

Here is a structure of composition C5H8N2 from the Open Molecules 2025 dataset. Energies are from ωB97M-V with the def2-TZVPD basis set.

Calculated values
E_HOMO, Ha: -0.2786
LUMO energy, eV: 0.36
Electronic energy, eV: -8289.8989
Energy above the lowest of the compared OMol25 structures with the same formula, charge and spin, kJ/mol: 491.8
Frontier orbital gap, eV: 7.94
2S+1: 1

The geometry in XYZ format:
```
15
C5H8N2 (ωB97M-V with the def2-TZVPD basis set)
C 1.62013 0.64389 0.96548
C 0.93889 -0.16019 -0.11313
N -1.50990 -0.51451 -1.91115
C 0.03328 1.61316 1.70129
C -1.39679 -0.96774 -0.60001
C -0.37346 -0.78756 0.24168
N 1.17670 1.18730 2.13347
H 2.69692 0.75045 0.83498
H -2.14304 -1.03022 -2.50051
H -0.65737 -0.26722 -2.38849
H -0.14405 2.65725 2.01325
H 0.85886 0.44049 -1.02662
H 1.67433 -0.94294 -0.36161
H -2.29010 -1.46578 -0.24015
H -0.48440 -1.15639 1.25150
```

Here is the molecule C5H5N in a non-equilibrium geometry from the Open Molecules 2025 dataset. Energies are from ωB97M-V with the def2-TZVPD basis set.

Calculated values
E_HOMO, Ha: -0.3401
LUMO energy, eV: 0.85
Electronic energy, eV: -6751.0410
Energy above the lowest of the compared OMol25 structures with the same formula, charge and spin, kJ/mol: 469.6
Frontier orbital gap, eV: 10.11
2S+1: 1

The geometry in XYZ format:
```
11
C5H5N (ωB97M-V with the def2-TZVPD basis set)
C -2.42502 -0.76491 0.10324
C 1.64409 -0.33834 0.11088
C -0.77814 1.13473 -0.05547
C 0.36784 -1.17751 -0.11357
C 0.28588 0.14842 -0.00226
N -1.94689 0.30932 -0.02154
H 2.33139 -0.46070 1.05589
H 2.27699 -0.32269 -0.88109
H -0.94628 1.78530 0.77487
H -0.67081 1.85977 -0.79135
H -0.13906 -2.17339 -0.17958
```

Here is a structure of composition C15H25NPdS7Sb from the Open Molecules 2025 dataset. Energies are from ωB97M-V with the def2-TZVPD basis set.

Calculated values
E_HOMO, Ha: -0.4121
LUMO energy, eV: -3.74
Electronic energy, eV: -103311.4406
Energy above the lowest of the compared OMol25 structures with the same formula, charge and spin, kJ/mol: 0.0
Frontier orbital gap, eV: 7.47
2S+1: 1
Charge: +1

The geometry in XYZ format:
```
50
C15H25NPdS7Sb (ωB97M-V with the def2-TZVPD basis set)
Pd 0.61226 -0.89358 -0.36071
S -1.96234 2.88744 -2.94242
Sb -0.28075 1.48161 -2.51311
S 0.47738 1.40653 0.12618
S -1.00627 -0.71979 -2.01488
S 1.81063 1.63298 -3.21655
C 2.63374 -2.34921 -2.91244
C 1.59068 -3.37162 -2.47946
S 0.74885 -3.15336 -0.88755
C 1.84657 -3.75430 0.43337
C 3.02141 -2.88385 0.82922
S 2.67450 -1.09086 0.80300
C 3.64016 -0.36155 -0.59496
C 4.73456 -1.19440 -1.22655
S 4.27897 -2.66165 -2.21423
H 2.29271 -1.33153 -2.71704
H 2.74054 -2.43181 -3.99438
H 1.99096 -4.38649 -2.46852
H 0.75618 -3.35411 -3.18275
H 2.17940 -4.76126 0.17748
H 1.15102 -3.84396 1.26866
H 3.87923 -3.07051 0.19255
H 3.30124 -3.10550 1.85900
H 4.08326 0.53122 -0.15387
H 2.92904 -0.01331 -1.34114
H 5.41799 -1.58709 -0.47047
H 5.31309 -0.51893 -1.85595
C -4.68848 3.15602 0.01339
N -3.41657 2.42014 -0.19642
C -3.61258 0.95843 -0.06775
C -2.26833 3.00282 0.61152
C -1.75946 2.11065 1.70096
C -2.47276 2.05468 2.89830
C -2.05756 1.26678 3.95538
C -0.88300 0.53830 3.82982
C -0.15493 0.59472 2.65537
C -0.58691 1.36179 1.57191
H -5.43830 2.76077 -0.66776
H -4.52482 4.21034 -0.19382
H -5.01519 3.02083 1.04251
H -3.11419 2.57320 -1.19355
H -4.00045 0.73370 0.92290
H -2.68103 0.41883 -0.22825
H -4.32724 0.64729 -0.82728
H -2.62023 3.94346 1.03032
H -1.49284 3.23564 -0.11482
H -3.36707 2.65960 3.00427
H -2.62960 1.23735 4.87248
H -0.52240 -0.06159 4.65488
H 0.77896 0.05515 2.58316
```

Here is a structure of composition C14H12BCuF5N5OS2 in a non-equilibrium geometry from the Open Molecules 2025 dataset. Energies are from ωB97M-V with the def2-TZVPD basis set.

Calculated values
E_HOMO, Ha: -0.3005
LUMO energy, eV: -1.00
Electronic energy, eV: -104783.2412
Energy above the lowest of the compared OMol25 structures with the same formula, charge and spin, kJ/mol: 0.0
Frontier orbital gap, eV: 7.18
2S+1: 1

The geometry in XYZ format:
```
41
C14H12BCuF5N5OS2 (ωB97M-V with the def2-TZVPD basis set)
Cu -0.53901 -0.23571 -0.85803
C -0.38949 -3.12622 1.60952
N 0.86828 -2.40585 1.71292
C 2.11642 -2.93569 1.54282
C 2.99732 -1.90251 1.62267
N 2.29661 -0.75809 1.84838
B 2.89241 0.67826 1.94803
N 2.59341 1.49142 0.63193
C 2.77921 2.85662 0.63581
C 2.48801 3.33834 -0.59123
N 2.12542 2.25797 -1.36016
C 1.67788 2.28912 -2.73652
C 2.19645 1.13490 -0.60235
S 1.76828 -0.41201 -1.24334
C 1.00444 -1.07995 1.89308
S -0.32912 -0.01882 2.26799
H -0.19508 -4.19265 1.67796
H -0.86687 -2.90916 0.65374
H -1.06723 -2.82508 2.40307
H 2.27669 -3.98548 1.37462
H 4.06776 -1.89813 1.52490
H 4.08048 0.57846 2.08050
H 2.34954 1.24386 2.85583
H 3.09687 3.37109 1.52565
H 2.50175 4.34321 -0.97358
H 1.76483 3.30516 -3.11293
H 0.64018 1.96265 -2.80400
H 2.28195 1.61874 -3.34352
F -2.87953 -1.64104 0.94174
C -3.37929 -0.99806 -0.14782
C -2.51044 -0.45709 -1.08090
C -3.14928 0.11478 -2.16857
F -2.40339 0.67742 -3.14810
C -4.52220 0.15660 -2.33624
F -5.06667 0.70706 -3.42824
C -5.33950 -0.37852 -1.35698
F -6.66583 -0.33907 -1.48686
C -4.75949 -0.95964 -0.24442
F -5.53234 -1.48422 0.71585
O -0.98652 1.89046 0.77872
N -0.28291 0.92689 0.77809
```

Here is a structure of composition C31H23BrClFeN4O5S in a non-equilibrium geometry from the Open Molecules 2025 dataset. Energies are from ωB97M-V with the def2-TZVPD basis set.

Calculated values
E_HOMO (spin up / spin down), Ha: -0.2988 / -0.2979
LUMO energy (spin up / spin down), eV: -0.29 / -0.15
Electronic energy, eV: -176507.6871
Energy above the lowest of the compared OMol25 structures with the same formula, charge and spin, kJ/mol: 0.0
Expectation value of S²: 0.928
Frontier orbital gap (spin up / spin down), eV: 7.84 / 7.96
2S+1: 2

The geometry in XYZ format:
```
67
C31H23BrClFeN4O5S (ωB97M-V with the def2-TZVPD basis set)
Fe 0.19041 0.16138 0.88009
Cl 5.18601 -4.71374 -1.15591
C 4.51803 -3.28046 -0.43066
C 4.72254 -3.03844 0.92160
C 4.20871 -1.88769 1.49384
C 3.47421 -0.99948 0.71855
O 2.99722 0.18182 1.23806
C 3.22798 -1.26907 -0.62342
C 2.40995 -0.38906 -1.44257
N 1.40920 0.28030 -1.05044
C 0.77621 1.07664 -2.04559
C 0.47956 0.60687 -3.28998
C -0.16116 1.43283 -4.23925
C -0.49899 2.71592 -3.92814
C -0.22341 3.22216 -2.63284
C -0.59200 4.51933 -2.21126
C -0.35224 4.90135 -0.92505
C 0.26453 3.98030 -0.04684
N 0.64738 2.79036 -0.41136
C 0.41158 2.39860 -1.68425
C 3.79379 -2.40154 -1.20592
H 5.29333 -3.74050 1.51313
H 4.37039 -1.66177 2.53826
H 2.68710 -0.33325 -2.49845
H 0.69019 -0.42728 -3.53487
H -0.39400 1.03086 -5.21728
H -0.99439 3.35222 -4.65147
H -1.07772 5.18745 -2.91288
H -0.63152 5.88312 -0.56704
H 0.42999 4.23313 0.99666
H 3.63607 -2.60469 -2.25817
O 1.87630 -0.42658 3.10388
C 1.79595 -0.08624 1.97576
Br -1.95000 0.59812 -0.42733
O -0.63115 0.41735 5.46975
C -1.52875 1.39044 5.17077
C -2.31709 2.01126 6.13216
C -3.21315 3.00122 5.76148
C -3.33002 3.38825 4.43369
C -2.53358 2.77689 3.47790
C -1.63862 1.77822 3.83879
C -0.82335 1.14184 2.77217
O -0.01033 1.80573 2.08204
O -0.97610 -0.07799 2.45401
H -0.61943 0.26138 6.41939
H -2.22508 1.71603 7.17157
H -3.82354 3.47443 6.51975
H -4.03099 4.15936 4.14584
H -2.60097 3.05963 2.43438
N -2.20206 -2.25382 1.43225
C -1.43382 -2.46233 0.36885
S 0.25971 -2.18975 0.45377
N -2.01787 -2.94708 -0.73501
C -1.42032 -3.04934 -2.02738
C -0.31683 -3.86164 -2.24029
C 0.21675 -3.96212 -3.51610
C -0.36786 -3.28091 -4.57680
C -1.48066 -2.48203 -4.35527
C -1.99976 -2.35047 -3.07564
H -1.80026 -1.68094 2.16994
H -3.19679 -2.15126 1.29699
H -3.02770 -2.91891 -0.74355
H 0.11777 -4.40693 -1.41385
H 1.08077 -4.59202 -3.68365
H 0.04218 -3.37677 -5.57372
H -1.93792 -1.94224 -5.17430
H -2.83438 -1.68844 -2.87877
```

- What is the energy above the lowest of the compared OMol25 structures with the same formula, charge and spin in the third record?
  12.4 kJ/mol